The following is a quantum chemistry calculation of one molecule with the formula C4H4N2O in a non-equilibrium geometry, from OMol25.

Each line ends with the natural charge from an NBO analysis.
Atoms and positions in Å:
O: -0.52287 2.30918 1.24971  -0.51
C: 0.34415 1.47435 1.09144  0.39
C: 0.18242 0.26992 0.27649  -0.06
C: 0.93258 -0.85234 0.11277  -0.02
N: 0.24361 -1.79240 -0.63173  -0.44
C: -0.86216 -1.19633 -0.97932  0.22
N: -0.97972 0.08526 -0.47461  -0.55
H: 1.32588 1.55526 1.58927  0.12
H: 1.94298 -1.02491 0.45336  0.22
H: -1.66248 -1.67141 -1.54006  0.20
H: -0.94439 0.84342 -1.14732  0.42

Computed properties:
- E_tot (Eh) = -339.546567
- SMILES = O=Cc1cnc[nH]1
- HOMO level (Ha) = -0.3588
- Kohn-Sham gap (eV) = 9.729
- net charge = 0